Entry 1:
C21H36AlCl5N3P as an isolated structure. Source: OMol25; level of theory: ωB97M-V/def2-TZVPD.

HOMO level (eV): -14.488
Energy relative to the best compared isomer or geometry (same formula, charge and spin) (kcal per mole): 3.0
DFT total energy (eV): -105319.161
HOMO-LUMO gap (eV): 9.4
Total charge: +2

Geometry as XYZ:
```
67
Properties=species:S:1:pos:R:3:forces:R:3
Al 0.151 0.349 0.077 0.265 0.699 0.548
C -0.534 1.286 2.822 0.050 -0.029 -0.278
C 1.000 1.334 2.611 -0.258 0.150 -0.363
N 1.317 1.628 1.176 -0.059 -0.136 0.304
C 1.105 3.067 0.832 -0.044 -0.196 0.001
C 0.503 3.223 -0.560 -0.036 -0.161 0.026
N -0.484 2.148 -0.859 -0.046 -0.048 0.054
C -1.879 2.473 -0.435 0.183 -0.031 0.009
C -2.010 2.321 1.072 0.170 -0.129 -0.025
N -1.273 1.105 1.525 0.212 0.088 0.061
H -0.894 2.189 3.308 -0.017 0.065 0.033
H -0.763 0.456 3.486 -0.026 -0.036 -0.017
H 1.432 0.369 2.834 0.063 -0.117 0.022
H 1.464 2.067 3.267 -0.017 0.104 0.001
H 2.297 1.397 1.034 -0.026 -0.003 0.037
H 2.052 3.599 0.877 0.078 0.073 0.024
H 0.467 3.507 1.593 -0.044 -0.024 0.024
H 1.289 3.155 -1.307 0.064 -0.032 -0.056
H 0.042 4.205 -0.660 -0.015 0.055 -0.009
H -0.500 2.044 -1.869 -0.016 -0.058 -0.041
H -2.550 1.790 -0.948 -0.017 -0.040 -0.039
H -2.145 3.484 -0.743 -0.003 0.057 -0.001
H -3.061 2.271 1.352 -0.042 -0.024 0.014
H -1.597 3.188 1.578 0.032 0.051 0.042
H -1.943 0.356 1.655 -0.029 -0.048 0.033
Cl 1.485 -2.055 3.009 -0.237 -0.171 0.145
C 0.157 -2.383 1.935 0.138 -0.227 0.024
C -0.157 -1.495 0.912 -0.275 0.162 -0.417
C -1.226 -1.913 0.125 0.141 0.148 0.088
Cl -1.682 -0.729 -1.129 -0.357 -0.304 0.046
C -1.954 -3.081 0.243 -0.081 0.178 -0.276
Cl -3.224 -3.436 -0.840 -0.073 -0.062 -0.017
C -1.594 -3.940 1.274 0.055 -0.034 0.085
Cl -2.431 -5.405 1.480 -0.062 -0.092 0.022
C -0.545 -3.586 2.127 0.177 0.129 0.029
Cl -0.124 -4.647 3.392 0.065 -0.009 0.083
C 4.462 -1.546 -1.645 0.077 -0.078 0.094
C 3.155 -1.370 -0.866 0.074 0.077 0.121
C 3.465 -0.909 0.566 0.088 0.176 -0.196
P 1.873 -0.319 -1.680 -0.073 -0.012 0.090
C 2.668 1.062 -2.605 0.138 0.094 0.054
C 3.363 0.695 -3.923 0.109 0.096 -0.014
C 3.642 1.851 -1.707 -0.003 0.047 -0.074
C 0.984 -1.390 -2.889 0.055 0.028 -0.139
C 0.132 -0.545 -3.855 0.035 -0.030 0.025
C 1.832 -2.404 -3.659 0.001 -0.056 -0.075
H 5.067 -2.302 -1.140 -0.028 0.043 -0.020
H 5.044 -0.623 -1.655 -0.044 -0.123 -0.006
H 4.315 -1.876 -2.667 -0.029 -0.042 -0.057
H 2.648 -2.338 -0.807 -0.030 -0.085 0.062
H 4.039 0.027 0.563 -0.072 -0.123 -0.009
H 4.081 -1.653 1.074 -0.003 0.010 -0.059
H 2.566 -0.796 1.169 0.058 0.034 -0.096
H 1.816 1.706 -2.855 0.033 0.045 -0.032
H 4.199 0.013 -3.767 -0.101 0.098 -0.020
H 3.767 1.611 -4.364 -0.025 -0.069 0.021
H 2.686 0.257 -4.651 0.041 0.020 0.038
H 4.626 1.377 -1.699 -0.138 0.076 0.022
H 3.320 1.938 -0.665 -0.025 0.030 -0.095
H 3.779 2.864 -2.097 -0.006 -0.108 0.006
H 0.319 -1.963 -2.238 -0.039 -0.047 -0.033
H 0.719 -0.231 -4.719 -0.061 -0.016 0.068
H -0.285 0.361 -3.401 -0.001 -0.058 0.017
H -0.707 -1.134 -4.230 0.060 0.006 0.027
H 2.595 -1.929 -4.277 -0.055 -0.036 0.037
H 1.172 -2.963 -4.327 0.049 0.012 0.033
H 2.314 -3.129 -3.003 -0.002 0.049 -0.006
```
Positions in Å, forces in eV/Å.

These are the Mulliken partial charges, in e, on atoms 1 to 5: atom 1 (Al): -1.408, atom 2 (C): -0.928, atom 3 (C): -0.160, atom 4 (N): 0.005, atom 5 (C): -0.847

---

Entry 2:
C21H36AsBaI4N2Si as an isolated structure. Source: OMol25; level of theory: ωB97M-V/def2-TZVPD.

HOMO level (eV): -9.151
Energy relative to the best compared isomer or geometry (same formula, charge and spin) (kcal per mole): 69.1
DFT total energy (eV): -127150.515
HOMO-LUMO gap (eV): 4.5
Total charge: +1

Geometry as XYZ:
```
66
Properties=species:S:1:pos:R:3:forces:R:3
Ba 0.744 -0.530 0.850 0.012 0.519 -0.334
C -2.474 3.383 0.524 0.010 0.033 0.005
C -3.671 2.869 0.060 -0.014 -0.003 -0.010
C -3.776 1.503 -0.143 -0.042 0.002 -0.020
C -2.682 0.685 0.110 0.091 -0.031 -0.037
N -1.503 1.192 0.502 -0.092 -0.145 0.017
C -1.424 2.504 0.722 0.028 -0.051 -0.001
C -2.798 -0.800 -0.032 0.052 0.016 0.015
C -4.038 -1.419 0.072 -0.076 -0.004 0.014
C -4.127 -2.795 -0.045 -0.022 -0.004 0.002
C -2.973 -3.525 -0.262 0.031 -0.012 -0.010
C -1.778 -2.834 -0.337 0.057 0.025 -0.018
N -1.679 -1.509 -0.226 0.004 0.108 0.013
H -2.347 4.438 0.721 0.006 -0.010 0.004
H -4.514 3.518 -0.135 -0.002 -0.009 0.001
H -4.702 1.082 -0.508 0.003 0.012 -0.006
H -0.470 2.868 1.087 0.011 0.014 0.003
H -4.925 -0.839 0.274 0.000 -0.006 0.007
H -5.085 -3.291 0.044 -0.001 0.017 0.001
H -2.989 -4.602 -0.355 0.002 0.008 -0.001
H -0.848 -3.374 -0.492 -0.015 -0.003 0.005
I 4.395 0.298 0.267 0.089 -0.063 0.038
C 4.153 2.310 0.898 -0.100 -0.033 -0.023
I 2.378 3.179 0.127 0.037 0.003 -0.081
H 4.997 2.881 0.535 0.009 -0.001 -0.013
H 4.094 2.322 1.979 0.004 -0.008 0.012
I 2.267 -3.707 0.841 0.255 -0.516 0.056
I 3.895 -5.780 0.387 -0.196 0.316 -0.008
C 2.368 -1.019 3.942 -0.014 0.031 -0.042
Si 0.669 -0.207 4.245 0.060 -0.188 -0.008
C 0.414 -0.187 6.097 -0.039 0.058 0.072
C 0.870 1.590 3.662 -0.012 0.029 0.007
C -0.524 -0.986 3.122 -0.225 -0.253 0.109
H 3.120 -0.682 4.659 -0.037 0.014 0.020
H 2.801 -0.799 2.954 0.003 -0.047 0.007
H 2.298 -2.107 4.029 0.008 0.014 0.004
H 1.227 0.329 6.615 -0.025 -0.014 0.009
H 0.352 -1.205 6.488 0.012 0.009 -0.011
H -0.524 0.315 6.349 0.012 0.001 0.018
H 1.520 2.173 4.320 0.000 -0.011 -0.029
H -0.102 2.090 3.623 0.016 0.017 0.012
H 1.309 1.665 2.655 0.011 0.063 0.048
H -1.512 -0.509 3.125 0.040 0.040 0.015
H -0.676 -2.065 3.276 0.081 0.066 0.121
C 3.251 -0.146 -3.976 -0.049 0.034 -0.003
C 2.056 0.792 -3.832 0.020 -0.003 0.040
As 0.653 0.088 -2.653 -0.042 0.010 -0.069
C -0.800 1.305 -3.169 -0.005 0.012 0.030
C -0.503 2.763 -2.835 0.003 -0.067 -0.015
C 0.064 -1.478 -3.686 0.041 -0.055 0.060
C 0.779 -2.767 -3.289 -0.042 0.071 -0.025
H 4.050 0.331 -4.546 0.002 -0.007 0.003
H 2.977 -1.061 -4.501 0.013 -0.004 -0.001
H 3.660 -0.424 -3.002 0.007 -0.007 -0.001
H 1.607 1.002 -4.804 -0.017 0.007 -0.007
H 2.370 1.745 -3.402 0.015 0.006 -0.003
H -1.698 0.966 -2.647 0.006 -0.013 0.007
H -0.980 1.177 -4.239 0.001 0.007 -0.016
H -0.244 2.878 -1.780 -0.012 0.018 -0.002
H -1.369 3.396 -3.034 0.006 0.006 -0.002
H 0.329 3.146 -3.428 0.007 0.011 0.011
H 0.194 -1.260 -4.748 0.013 0.008 -0.012
H -1.010 -1.569 -3.506 -0.010 0.002 0.003
H 1.854 -2.704 -3.463 0.005 -0.017 0.008
H 0.401 -3.618 -3.856 0.002 -0.005 0.008
H 0.636 -2.984 -2.228 0.007 -0.015 -0.001
```
Positions in Å, forces in eV/Å.

These are the Mulliken partial charges, in e, on atoms 1 to 5: atom 1 (Ba): 0.713, atom 2 (C): -0.909, atom 3 (C): -0.753, atom 4 (C): -0.682, atom 5 (C): 0.351